79
Properties=species:S:1:pos:R:3:forces:R:3:lowdin_charge:R:1 method="wB97M-V/def2-TZVPD" e_above_lowest_kcal_mol=7.02 charge=+1 multiplicity=2 homo_energy_ev="-11.34 / -11.56" homo_lumo_gap_ev="7.9 / 6.7" lumo_energy_ev="-3.46 / -4.88"
In -0.24761 -0.19990 -0.25738 0.0 0.0 0.1 0.752
O -2.74119 4.35877 4.16869 0.1 0.0 0.0 0.107
C -2.20001 3.35365 3.46294 -0.1 0.1 0.0 -0.296
C -0.82670 3.15096 3.33309 -0.1 -0.1 -0.1 0.021
C -0.40282 2.08028 2.57690 0.0 0.1 0.0 -0.113
N -1.21879 1.22106 1.95344 0.2 0.1 0.0 -0.005
C -2.51449 1.44344 2.10416 -0.2 0.0 0.1 -0.698
Br -3.70614 0.24244 1.25859 -0.2 0.2 0.0 0.898
C -3.07189 2.47227 2.83644 0.2 -0.1 -0.1 -0.021
H -2.05252 4.91775 4.55017 -0.1 0.0 0.0 0.125
H -0.10978 3.80584 3.80680 0.0 0.0 0.0 0.122
H 0.65733 1.90378 2.45970 0.1 0.0 0.0 0.102
H -4.13884 2.59673 2.92039 -0.1 0.0 0.0 0.122
C 3.42711 0.30024 2.29847 0.0 0.0 0.0 -0.014
C 3.14104 -0.46289 3.41870 0.0 0.0 0.0 -0.015
C 1.95625 -1.17611 3.46528 -0.1 0.0 -0.1 0.023
C 1.07250 -1.09278 2.39695 -0.1 -0.1 0.1 -0.179
N 1.34822 -0.33091 1.33350 0.0 -0.2 0.1 0.052
C 2.50358 0.33222 1.27206 0.0 0.1 -0.1 -0.087
C -0.20554 -1.86380 2.34934 0.1 0.0 0.0 -0.178
C -0.58962 -2.71042 3.37423 0.0 0.0 0.0 0.021
C -1.76176 -3.44047 3.24590 0.0 0.0 -0.1 -0.009
C -2.51525 -3.30108 2.09801 0.0 0.0 0.0 -0.012
C -2.07460 -2.42750 1.11976 0.0 -0.1 -0.1 -0.182
N -0.94798 -1.72896 1.24044 0.0 0.0 0.2 0.041
H 4.34814 0.85680 2.21104 0.0 0.0 0.0 0.120
H 3.83824 -0.51687 4.24351 0.0 0.0 0.0 0.124
H 1.73339 -1.79418 4.32025 0.0 0.0 0.0 0.114
H 2.66553 0.88657 0.35701 0.0 0.0 0.1 0.090
H 0.01314 -2.81640 4.26217 0.0 0.0 0.0 0.112
H -2.07306 -4.10958 4.03531 0.0 0.0 0.0 0.124
H -3.42836 -3.85463 1.94413 0.0 0.0 0.0 0.126
H -2.63327 -2.27691 0.20965 0.0 -0.1 0.0 0.094
F 0.68052 -2.23800 -1.01998 0.1 -0.1 0.0 -0.196
P -0.36084 -2.85265 -2.20394 0.0 0.0 0.2 0.227
F 0.72077 -3.92074 -2.61846 -0.1 0.0 -0.1 -0.080
F 0.25594 -1.75896 -3.19537 -0.1 0.0 0.0 -0.121
F -1.45246 -3.27113 -3.25222 0.1 0.0 0.0 -0.071
F -0.97774 -3.80807 -1.08555 0.0 0.0 0.0 -0.108
F -1.41257 -1.60528 -1.61396 0.1 -0.1 -0.3 -0.226
C 1.21355 3.54739 -2.63166 0.0 0.0 0.0 -0.056
C 2.57082 2.93212 -2.74403 0.0 -0.1 0.1 -0.434
C 3.37922 2.99316 -1.47467 -0.1 0.1 -0.1 -0.061
C 3.28501 3.20833 -4.03317 -0.1 0.0 0.1 -0.049
Si 2.12997 0.66469 -2.77631 -0.1 -0.2 0.2 0.616
O 1.34531 0.48846 -1.42255 0.2 0.2 -0.2 -0.329
C 1.25979 0.66056 -4.38277 -0.1 0.0 -0.2 -0.257
C 1.98709 0.37906 -5.54265 0.0 0.1 0.0 -0.081
C 1.35123 0.31148 -6.77240 0.0 0.0 0.0 -0.063
C -0.01597 0.52078 -6.85293 0.0 0.0 0.0 -0.057
C -0.75290 0.79619 -5.70825 0.0 0.0 0.0 -0.052
C -0.12087 0.86356 -4.48067 0.0 0.1 0.1 -0.081
C 3.76216 -0.21373 -2.77162 0.1 0.0 0.0 -0.216
C 5.06602 0.28107 -2.81158 0.0 -0.1 0.0 -0.099
C 6.15457 -0.57867 -2.80319 0.0 0.0 0.0 -0.071
C 5.95742 -1.95005 -2.75613 0.0 0.0 0.0 -0.068
C 4.67054 -2.46252 -2.71191 0.0 0.0 0.0 -0.055
C 3.58246 -1.60309 -2.71427 0.0 -0.1 0.0 -0.073
H 1.38764 4.62479 -2.50532 -0.1 0.1 0.0 0.117
H 0.65061 3.19782 -1.77001 0.0 0.0 0.0 0.063
H 0.61677 3.41803 -3.52939 -0.1 0.0 -0.1 0.090
H 3.78097 4.01311 -1.41927 0.0 0.0 0.1 0.113
H 4.22887 2.31576 -1.44778 0.0 0.0 0.0 0.067
H 2.74905 2.83460 -0.59968 0.0 0.0 0.0 0.077
H 3.65280 4.23975 -3.96281 0.0 0.0 -0.1 0.112
H 2.61066 3.14131 -4.88372 0.0 0.0 0.0 0.092
H 4.14622 2.57379 -4.21565 0.1 -0.1 0.0 0.077
H 3.05277 0.19886 -5.48610 0.1 0.0 0.0 0.108
H 1.91756 0.08553 -7.66517 0.0 0.0 0.0 0.110
H -0.51352 0.45836 -7.81085 0.0 0.0 0.0 0.111
H -1.81997 0.94957 -5.77462 -0.1 0.0 0.0 0.113
H -0.70824 1.06413 -3.59319 0.0 0.0 0.0 0.086
H 5.26156 1.34231 -2.84428 0.0 0.1 -0.1 0.080
H 7.15778 -0.17615 -2.83595 0.0 0.0 0.0 0.108
H 6.80717 -2.61935 -2.75593 0.0 0.0 0.0 0.110
H 4.50862 -3.53056 -2.67590 0.0 0.0 0.0 0.114
H 2.58611 -2.02979 -2.68228 0.0 0.0 0.0 0.081
N -1.94328 2.36920 -1.36970 -0.3 0.6 -0.3 0.068
C -1.36798 1.44080 -1.02131 0.0 -0.7 0.4 -0.313

73
Properties=species:S:1:pos:R:3:forces:R:3:lowdin_charge:R:1 method="wB97M-V/def2-TZVPD" e_above_lowest_kcal_mol=9.20 charge=+1 multiplicity=5 homo_energy_ev="-8.99 / -10.02" homo_lumo_gap_ev="6.3 / 7.0" lumo_energy_ev="-2.73 / -3.01"
Cr -0.05962 0.00109 -0.23903 1.3 -0.2 -0.4 0.570
C 2.25397 1.21218 -1.96737 0.1 -0.1 -0.2 -0.175
C 3.05572 -0.08548 -2.00575 -0.2 0.0 0.2 -0.102
C 2.23074 -1.34683 -2.15598 -0.1 -0.1 0.0 -0.288
C 2.85983 -2.57261 -2.33959 0.1 0.0 0.0 -0.019
C 2.09062 -3.70093 -2.56569 0.0 0.1 0.0 -0.041
C 0.71315 -3.55984 -2.66801 0.1 0.0 0.1 -0.043
C 0.16937 -2.30655 -2.45983 0.0 0.0 -0.1 -0.124
N 0.90232 -1.23365 -2.15400 0.4 0.0 -0.3 0.050
N 1.60668 1.54213 -0.67152 0.0 -0.2 0.4 -0.170
C 2.66254 1.95176 0.32009 0.0 0.1 0.1 -0.083
C 2.66679 1.42125 1.74587 -0.1 -0.2 -0.1 -0.278
C 3.86709 1.41268 2.45300 0.2 0.0 -0.1 -0.020
C 3.88149 0.94250 3.75447 -0.1 0.0 -0.1 -0.049
C 2.69361 0.49693 4.31530 0.0 0.0 0.1 -0.053
C 1.54481 0.57932 3.55194 -0.1 0.0 -0.1 -0.121
N 1.53132 1.02574 2.29735 -0.3 0.0 -0.2 0.111
C 0.70480 2.69959 -0.88355 -0.1 0.1 0.0 -0.162
C -0.26546 2.83592 0.25501 0.0 0.0 -0.1 -0.274
C -0.61809 4.06325 0.78332 -0.1 0.0 0.0 0.008
C -1.58523 4.11551 1.77662 0.0 -0.2 -0.1 -0.029
C -2.15118 2.92539 2.20454 -0.1 0.2 0.1 -0.032
C -1.74062 1.74064 1.62394 0.1 -0.2 0.0 -0.096
N -0.81745 1.68509 0.66263 -0.4 1.2 0.9 -0.042
H 1.47086 1.13219 -2.72193 -0.1 0.1 0.1 0.120
H 2.91518 2.04060 -2.25141 -0.1 0.0 0.0 0.136
H 3.71659 -0.17710 -1.14009 0.1 0.0 0.0 0.105
H 3.70632 -0.03061 -2.88198 0.1 0.0 0.1 0.134
H 3.94066 -2.63710 -2.31911 0.0 0.0 0.0 0.121
H 2.55969 -4.66757 -2.69265 0.0 0.0 0.0 0.114
H 0.07454 -4.40314 -2.88849 0.0 0.0 0.0 0.112
H -0.89607 -2.13638 -2.56157 0.0 0.0 0.2 0.102
H 2.61715 3.04087 0.42881 0.1 0.0 -0.2 0.137
H 3.63790 1.72478 -0.11136 0.0 0.0 0.0 0.118
H 4.77647 1.77824 1.99236 0.0 0.0 0.0 0.119
H 4.80075 0.91756 4.32418 0.0 0.0 0.0 0.114
H 2.65809 0.11321 5.32516 0.0 0.0 0.0 0.110
H 0.58281 0.27187 3.95054 0.0 0.0 0.0 0.116
H 0.11691 2.53489 -1.78961 0.1 -0.1 0.0 0.078
H 1.27843 3.62186 -1.02944 0.0 0.0 0.0 0.136
H -0.16135 4.96629 0.40139 0.0 0.0 0.0 0.123
H -1.89841 5.06492 2.18754 0.0 0.0 0.1 0.117
H -2.91353 2.91707 2.97009 0.0 0.0 0.0 0.114
H -2.16052 0.79018 1.93164 0.0 0.0 0.0 0.123
N -4.11817 -0.24738 -2.02468 -0.1 -0.3 0.1 0.086
C -2.87842 -0.39343 -1.50742 0.9 0.9 -0.3 -0.835
S -1.66167 0.71619 -2.04553 -0.6 -0.1 -0.5 0.690
N -2.68002 -1.36413 -0.65240 -0.9 -0.6 0.3 -0.006
N -1.48023 -1.41600 -0.04152 -0.1 -0.7 0.1 -0.069
C -1.13505 -2.56785 0.48850 -0.5 0.6 -0.5 -0.168
C -1.86668 -3.83657 0.30665 -0.2 -0.2 -0.1 -0.162
C -3.26012 -3.92636 0.33561 0.0 0.0 0.2 -0.027
C -3.89352 -5.12800 0.06467 0.0 -0.1 0.0 -0.066
C -3.15558 -6.26092 -0.24139 0.1 0.0 0.0 -0.071
C -1.76972 -6.19220 -0.25705 0.0 0.0 0.0 -0.070
C -1.13319 -4.99255 0.00503 0.0 0.2 0.0 -0.052
C 0.18370 -2.57694 1.09972 0.8 0.3 0.4 -0.200
C 0.54964 -3.51165 2.07479 -0.4 0.1 -0.1 0.002
C 1.83050 -3.51808 2.57472 0.3 0.2 -0.2 -0.025
C 2.74783 -2.61909 2.03344 0.0 -0.3 0.2 -0.032
C 2.31079 -1.71761 1.09378 -0.2 0.4 -0.1 -0.121
N 1.04341 -1.61890 0.67081 0.0 -1.0 0.4 0.057
H -4.21423 0.30238 -2.85880 0.0 0.1 0.0 0.083
H -4.79075 -0.97939 -1.86046 0.0 0.0 0.0 0.104
H -3.84363 -3.05610 0.58675 0.0 0.0 -0.1 0.102
H -4.97366 -5.18291 0.09009 0.0 0.0 0.0 0.108
H -3.65234 -7.19647 -0.46041 0.0 0.0 0.0 0.108
H -1.18169 -7.07391 -0.47564 0.0 0.0 0.0 0.108
H -0.05403 -4.93942 -0.05195 0.0 0.0 0.0 0.109
H -0.19698 -4.21015 2.42479 0.0 0.0 0.0 0.128
H 2.12539 -4.21513 3.34667 0.0 0.0 0.0 0.119
H 3.78451 -2.62050 2.33799 0.0 0.0 0.0 0.115
H 3.00758 -1.01768 0.65951 0.0 0.1 0.1 0.100

77
Properties=species:S:1:pos:R:3:forces:R:3:lowdin_charge:R:1 method="wB97M-V/def2-TZVPD" charge=-1 multiplicity=6 homo_energy_ev="-2.22 / -5.03" homo_lumo_gap_ev="4.4 / 5.7" lumo_energy_ev="2.22 / 0.66"
Ru 0.32423 -1.01047 -0.13852 1.0 -0.3 1.5 1.246
S 0.99155 -2.34765 4.09284 -0.1 0.2 -0.4 0.977
C 1.03266 -0.62517 4.15099 -0.1 -0.4 -0.1 -0.423
C 0.76903 -0.04981 2.94577 0.1 0.2 0.3 -0.196
C 0.51444 -0.98219 1.90272 0.1 -1.0 -0.2 -0.274
C 0.61530 -2.27251 2.38621 0.1 0.3 0.6 -0.544
C 0.42923 -3.39280 1.50957 0.1 0.2 -0.1 -0.355
C 0.51816 -4.71656 1.93260 0.0 0.2 0.0 -0.037
C 0.33956 -5.75275 0.99832 0.0 -0.4 -0.5 -0.092
C 0.08119 -5.45614 -0.29450 0.4 0.1 0.4 -0.042
C -0.09311 -4.03723 -0.75795 0.1 -0.5 -0.2 -0.413
N 0.18005 -3.01694 0.23906 0.0 -0.5 0.5 -0.051
H 1.23963 -0.14313 5.08787 0.0 0.2 0.1 0.055
H 0.75519 1.02073 2.82053 0.0 0.2 -0.1 0.090
H 0.73872 -4.93204 2.96497 0.0 0.0 0.1 0.094
H 0.43215 -6.78227 1.31809 0.0 -0.1 0.0 0.102
H -0.04725 -6.21752 -1.04701 0.0 -0.1 -0.1 0.110
H 0.58325 -3.87495 -1.62033 -0.2 0.0 0.3 0.132
F -2.74895 3.26241 -4.17925 -0.1 -0.1 0.0 0.110
C -1.77722 3.08467 -3.25881 0.0 -0.1 -0.1 -0.525
F -0.62075 3.35798 -3.89210 0.0 -0.1 0.1 0.119
F -1.94759 4.05246 -2.33457 0.0 -0.1 0.1 0.124
C -1.80164 1.63958 -2.60295 0.4 1.1 -0.6 -0.600
O -2.93310 1.16131 -2.46669 -1.2 -0.2 0.0 -0.008
O -0.70231 1.18624 -2.30651 0.4 0.2 -0.2 0.003
C -4.50051 -2.79918 -0.80949 0.3 -0.3 0.3 -0.224
Ge -3.08912 -4.02212 -0.13170 -0.8 -0.3 0.3 0.834
C -3.92090 -5.84688 -0.31222 0.4 0.6 0.1 -0.221
C -2.77828 -3.68149 1.79667 0.0 0.0 -0.5 -0.192
C -1.50819 -3.98040 -1.23807 -0.3 0.0 -0.1 -0.135
H -5.46648 -3.13082 -0.43627 -0.1 -0.1 0.1 0.009
H -4.53187 -2.80164 -1.89430 0.1 0.0 -0.2 0.012
H -4.33654 -1.78146 -0.47630 0.1 0.1 0.0 0.005
H -4.87411 -5.85980 0.20700 -0.2 0.0 0.1 0.005
H -3.29525 -6.62844 0.10613 0.2 -0.1 0.1 0.000
H -4.10321 -6.08046 -1.35644 0.0 0.0 -0.2 0.005
H -3.73715 -3.62392 2.30465 -0.2 0.0 0.0 0.017
H -2.25020 -2.74237 1.94143 0.1 0.1 0.0 0.011
H -2.19821 -4.47703 2.25602 0.1 -0.1 0.0 0.010
H -1.64114 -4.11783 -2.30259 -0.1 0.0 -0.2 0.059
N 3.66432 4.93638 1.35914 -0.1 -0.4 -0.2 0.147
C 3.75672 6.15581 1.96616 -0.3 0.6 0.3 -0.213
C 4.82890 6.94500 2.33005 0.0 0.0 0.0 -0.053
C 4.54263 8.15325 2.95577 0.2 0.1 0.0 -0.138
C 3.22992 8.54993 3.19946 0.1 0.2 0.1 -0.137
C 2.14986 7.76818 2.83703 0.1 -0.3 -0.1 -0.038
C 2.40857 6.54695 2.21194 0.7 0.2 0.1 -0.256
N 1.55602 5.59496 1.77324 -0.5 -0.5 -0.2 0.147
C 2.30930 4.62019 1.26035 0.0 0.2 0.1 -0.290
C 1.82114 3.41276 0.73269 0.0 -0.1 -0.1 -0.175
C 0.42039 3.14398 0.72255 -0.1 -0.2 0.1 -0.024
C -0.04138 1.92581 0.33733 -0.4 0.5 0.2 -0.172
N 0.76979 0.92511 -0.08814 0.3 0.4 -0.2 -0.206
C 2.09811 1.18437 -0.15040 0.6 0.0 -0.1 -0.172
C 2.65366 2.36590 0.23643 0.0 -0.1 0.0 -0.042
H 4.43047 4.36603 1.05075 -0.1 0.0 0.0 0.138
H 5.84919 6.63742 2.14055 0.1 0.0 0.0 0.096
H 5.35805 8.79608 3.25806 0.0 0.0 0.0 0.083
H 3.05608 9.49958 3.68711 0.0 0.1 0.0 0.086
H 1.13450 8.07943 3.02899 -0.1 0.0 0.0 0.099
H -0.24644 3.92137 1.05255 -0.2 0.0 0.0 0.101
H -1.09991 1.68602 0.35496 0.1 0.1 -0.1 0.113
H 2.72053 0.36361 -0.53022 -0.1 0.3 0.1 0.096
H 3.72446 2.49579 0.17530 0.1 -0.1 -0.1 0.085
N -1.99289 -1.18446 -1.61404 0.3 -0.3 0.3 0.117
C -1.03788 -1.38028 -2.57438 -0.1 0.0 0.1 -0.419
C -1.38287 -1.56177 -3.92029 0.2 0.0 -0.4 -0.002
C -0.38426 -1.82162 -4.83607 -0.3 0.2 0.5 -0.058
C 0.93824 -1.90763 -4.39878 0.3 0.0 0.1 -0.077
C 1.20105 -1.69866 -3.06306 0.1 -0.1 -0.3 -0.131
N 0.24209 -1.44164 -2.16929 -0.2 -0.2 -0.9 -0.062
H -2.67205 -0.44780 -1.89474 0.2 0.2 0.1 0.074
H -1.56361 -0.96073 -0.68176 -1.2 0.0 -0.8 0.052
H -2.41688 -1.46740 -4.21503 -0.1 0.0 0.0 0.121
H -0.62404 -1.94464 -5.88141 0.0 0.0 -0.1 0.104
H 1.74523 -2.10703 -5.08877 0.0 0.0 0.0 0.095
H 2.21177 -1.73168 -2.66885 -0.1 0.0 0.0 0.113

Number 1: electronic energy -5601.81514 Ha. Number 2: electronic energy -3118.60978 Ha. Number 3: electronic energy -4586.58106 Ha.